No. 1
Computed, not measured: C20H30O19Rb3S as an isolated structure, with ωB97M-V/def2-TZVPD.

Calculated values
Orbital gap (Eh): 0.1338
M (u): 862.91
Relative energy (zero: lowest compared OMol25 entry of this formula, charge and spin) (kcal/mol): 157.6

Geometry as ORCA input:
```
! RIJCOSX wB97M-V def2-TZVPD def2/J DEFGRID3
* xyz 1 1
Rb 2.9931 18.5898 -26.4028
Rb 7.1682 19.0931 -22.5685
Rb 0.4968 19.3847 -21.2785
S 3.4504 15.5431 -22.6069
O -1.1849 10.4479 -27.6191
O -1.9869 13.8995 -19.5899
O 3.2469 14.1384 -22.2200
O 5.9357 13.3824 -16.8220
O -2.7910 15.3306 -29.0248
O 10.2779 10.5119 -20.8230
O -1.0772 15.9332 -30.5314
O 3.7493 16.4899 -21.5593
O 8.6509 11.9611 -21.3076
O 4.5714 15.6443 -23.5516
O -2.6808 13.5433 -21.6010
O -1.2220 16.7392 -28.3754
O -4.0900 14.6216 -20.1275
O 4.8097 11.8096 -15.6521
O 3.8991 13.8364 -16.0940
O 8.1737 9.7492 -21.5804
O 0.9494 10.8457 -28.0940
O 0.4741 10.3956 -26.0483
O 2.2392 16.0334 -23.1806
C 4.2077 14.9745 -16.8235
C -2.9943 14.0624 -20.4091
C 5.7298 14.7258 -17.0668
C 3.8814 16.2258 -16.0201
C 0.0235 10.5309 -27.2652
C 2.5338 12.5616 -27.6348
C 9.1385 10.6849 -21.1985
C -2.1527 16.7998 -27.3223
C -1.6788 15.9896 -29.4163
C -0.9327 13.2108 -20.1523
C -1.4448 12.8439 -21.5413
C -3.8463 14.8853 -26.8368
C 6.9692 10.4173 -21.8495
C 7.3540 11.8896 -21.8237
C 5.8044 9.9700 -20.8434
C -3.2851 15.9536 -27.7871
C -0.6296 11.9946 -19.2792
C 2.1744 11.0896 -27.3832
C 4.8591 12.9067 -16.1896
C 1.8774 10.7803 -25.9428
H 6.1391 10.1085 -19.8154
H 5.5554 8.9108 -20.9083
H 6.3164 15.3278 -16.3727
H 2.4179 12.8727 -28.6730
H 2.9458 10.4589 -27.8250
H 2.9141 16.1445 -15.5241
H 3.5071 12.8572 -27.2431
H -4.1615 15.2728 -25.8680
H 1.9868 11.5830 -25.2136
H -4.6985 14.4045 -27.3171
H 5.9008 14.9609 -18.1173
H 4.8966 10.5613 -20.9631
H 4.6311 16.4488 -15.2609
H -4.0808 16.6235 -28.1131
H -1.6472 16.3734 -26.4558
H -1.5297 11.7607 -21.6288
H 0.2512 11.5128 -19.7037
H 2.3929 9.8865 -25.5915
H -0.7746 13.1614 -22.3401
H 1.7412 13.1339 -27.1526
H -0.0782 13.8875 -20.1544
H -3.1168 14.1110 -26.5990
H -0.3753 12.2749 -18.2570
H 6.5074 10.1874 -22.8097
H 3.8474 17.0874 -16.6867
H 7.4274 12.4492 -22.7562
H -1.4843 11.3197 -19.2331
H -2.4299 17.8206 -27.0595
H 6.6897 12.2854 -21.0555
H 3.6120 14.9312 -17.7353
*
```

No. 2
Computed, not measured: one molecule with the formula C16H15NO4, with ωB97M-V/def2-TZVPD.

Calculated values
Orbital gap (Eh): 0.3240
SMILES string: COc1ccc([C@@H](c2ccc3c(c2)CCO3)[N+](=O)[O-])cc1
M (u): 285.30
Relative energy (zero: lowest compared OMol25 entry of this formula, charge and spin) (kcal/mol): 118.0

Geometry as ORCA input:
```
! RIJCOSX wB97M-V def2-TZVPD def2/J DEFGRID3
* xyz 0 1
O -4.6965 -1.1959 1.0447
O 4.9318 -1.0695 -2.0788
O 1.8720 2.1487 1.6154
O -0.0333 2.9524 2.1755
N 0.6422 2.2063 1.4401
C 3.8143 -0.5766 -1.4906
C 5.1412 -2.4858 -2.0082
C 1.7461 -0.7395 -0.2178
C -1.0428 0.5316 0.2399
C 2.8955 -1.3380 -0.7511
C 1.4654 0.6223 -0.4149
C -4.5499 1.1587 1.6311
C 0.2250 1.3399 0.1312
C -5.4099 -0.1105 1.7537
C -3.2974 0.6515 0.9984
C -2.4951 -1.4471 0.0372
C 3.5259 0.7971 -1.7201
C 2.3854 1.3576 -1.1758
C -3.4909 -0.7090 0.6759
C -1.2947 -0.8042 -0.2226
C -2.0800 1.2626 0.7824
H -4.3799 1.6357 2.6039
H -2.6925 -2.4821 -0.2307
H 3.0707 -2.4069 -0.5895
H 1.0685 -1.3620 0.3765
H -5.5325 -0.4119 2.8054
H 4.2517 1.4089 -2.2418
H 2.2064 2.4298 -1.2861
H -0.5497 -1.3649 -0.7900
H -5.0571 1.9020 1.0010
H 0.0579 2.2870 -0.4355
H -6.4102 -0.0047 1.3079
H 5.2232 -2.8229 -0.9621
H -1.9314 2.3134 1.0329
H 6.0897 -2.6322 -2.5242
H 4.3311 -3.0417 -2.5130
*
```

No. 3
Computed, not measured: C5H4MgNO5 as an isolated structure, with ωB97M-V/def2-TZVPD.

Calculated values
Orbital gap (spin up / spin down) (Eh): 0.2036 / 0.2035
M (u): 182.39
Relative energy (zero: lowest compared OMol25 entry of this formula, charge and spin) (kcal/mol): 0.0

Geometry as ORCA input:
```
! RIJCOSX wB97M-V def2-TZVPD def2/J DEFGRID3
* xyz 1 1
Mg -0.2143 -0.7429 0.0837
O 2.4965 1.3314 0.6577
O -1.6791 1.9992 0.5535
O -1.4828 -2.5425 -2.4807
O 1.6832 -2.8117 -2.0950
O 0.4791 1.4895 -2.5632
N -0.5590 -1.6543 1.9992
C 1.2684 -2.2079 -1.2110
C -1.6582 1.0481 -0.1701
C 0.2423 0.6206 -1.8424
C 1.6055 0.6106 0.6069
C -1.4562 -1.9393 -1.4972
H -1.4388 -2.1570 2.1564
H -2.4617 0.8889 -0.9779
H 0.1753 -2.3393 2.2258
H -0.5105 -0.9049 2.7041
*
```

No. 4
Computed, not measured: a 4-piece molecular cluster, C2H11NO4 overall, with ωB97M-V/def2-TZVPD.

Calculated values
Orbital gap (Eh): 0.3767
SMILES string: CNC=O.O.O.O
M (u): 113.11
Relative energy (zero: lowest compared OMol25 entry of this formula, charge and spin) (kcal/mol): 23.8

Geometry as ORCA input:
```
! RIJCOSX wB97M-V def2-TZVPD def2/J DEFGRID3
* xyz 0 1
O 0.6577 1.3996 1.0470
O 2.0468 -1.1512 0.3625
O -0.0069 -3.0214 0.6107
O -0.1064 3.9675 0.0066
N -0.7632 -1.5847 -0.9612
C -0.8762 -2.2961 0.1900
C -1.6294 -0.4390 -1.1723
H 0.5491 4.6179 0.1962
H -2.2410 -0.1800 -0.3045
H -1.7779 -2.1414 0.7925
H 1.5702 1.6079 1.2974
H -1.1020 0.4774 -1.4319
H 2.9465 -0.8137 0.4661
H 2.0398 -1.9941 0.8543
H 0.1920 3.1929 0.5017
H 0.6820 0.4729 0.7822
H 0.1772 -1.4836 -1.2717
H -2.3584 -0.6311 -1.9657
*
```